Computed, not measured: a 9-piece molecular cluster, C8H32FN16O8 overall in a non-equilibrium geometry, with the ωB97M-V functional and the def2-TZVPD basis.

Summary:
expectation value of S²: 0.7503
2S+1: 2
total charge: -2
frontier orbital gap (spin up / spin down): 2.36 / 8.68 eV

Element x y z (Å)
F  -0.104  -0.460  -0.304
O  -3.065  -4.424  -0.464
O  -2.569  -0.025  3.182
O  -0.535  -1.443  -3.523
O  3.615  -2.451  2.587
O  3.942  1.611  -3.243
O  -0.417  4.497  -2.409
O  1.714  2.298  0.899
O  -4.692  0.668  -1.612
N  1.023  3.413  2.714
N  2.569  -0.486  2.354
N  -0.369  2.265  -2.211
N  -2.718  -2.280  -0.019
N  2.164  -1.993  0.996
N  2.564  0.773  -1.568
N  0.033  1.575  1.978
N  -1.641  -1.758  4.255
N  -0.875  -1.188  2.401
N  -2.493  0.539  -1.545
N  -1.067  3.418  -0.577
N  1.436  -2.075  -4.308
N  -3.584  0.498  0.264
N  -1.062  -3.540  -0.208
N  3.300  2.704  -1.366
N  1.162  -1.965  -2.163
C  -0.562  3.443  -1.756
C  2.865  -1.705  2.034
C  1.003  2.463  1.843
C  3.251  1.706  -2.241
C  -3.649  0.563  -1.024
C  -2.332  -3.479  -0.235
C  -1.800  -0.913  3.297
C  0.640  -1.756  -3.310
H  0.136  3.576  3.169
H  -2.526  0.199  -2.496
H  0.996  -1.992  -5.214
H  3.884  3.516  -1.512
H  2.597  -0.156  -1.962
H  1.633  4.218  2.696
H  -2.661  0.343  0.642
H  2.954  -0.153  3.226
H  0.020  0.915  1.213
H  -0.677  1.746  2.676
H  -1.260  4.317  -0.160
H  0.533  -1.613  -1.456
H  -0.851  -2.386  4.297
H  -0.594  -4.435  -0.181
H  0.055  2.119  -3.116
H  2.062  -2.411  -2.057
H  -0.563  1.465  -1.625
H  -0.657  -0.430  1.771
H  -1.918  -1.733  0.267
H  -0.067  -1.774  2.557
H  -0.662  -2.656  0.074
H  2.061  -2.974  0.779
H  -4.465  0.205  0.663
H  2.934  2.675  -0.425
H  -2.295  -1.573  5.002
H  -3.685  -1.993  0.022
H  -1.642  0.170  -1.145
H  2.427  -2.117  -4.122
H  1.502  -1.338  0.604
H  1.968  0.166  1.870
H  1.926  0.978  -0.813
H  -0.912  2.632  0.038